100
Properties=species:S:1:pos:R:3 method="wB97M-V/def2-TZVPD" e_lumo_ha="-0.10693 / -0.25862" homo_lumo_gap_ev="6.349 / 2.221" mol_weight_g_mol=716.0 total_charge=+1 s2=0.754 homo_energy_ev="-9.26 / -9.26" spin_multiplicity=2 e_above_lowest_kcal_mol=0.0
H -22.773 -26.695 20.467
C -28.211 -23.950 16.534
H -27.361 -22.051 19.852
C -28.779 -24.997 15.568
C -34.259 -29.126 16.323
H -24.173 -31.478 15.526
C -21.915 -27.152 18.641
H -26.958 -25.339 17.336
H -25.193 -31.387 16.953
C -32.351 -29.995 14.669
O -28.324 -23.741 20.668
H -23.821 -27.001 19.163
H -29.321 -23.743 22.359
H -26.337 -22.896 18.062
C -32.400 -30.832 17.988
O -29.840 -25.810 16.103
C -24.036 -34.629 18.604
H -31.648 -28.413 13.283
C -27.954 -22.907 19.529
H -32.348 -29.652 12.462
H -27.528 -23.246 16.059
N -24.209 -30.238 20.604
H -32.858 -31.814 13.442
O -23.674 -32.363 17.521
C -31.722 -29.499 13.341
O -22.962 -29.728 22.426
H -29.763 -22.394 21.337
H -22.025 -35.447 18.587
H -19.239 -33.163 17.908
H -31.552 -31.484 18.197
H -33.439 -31.878 15.059
H -24.919 -30.009 19.923
H -23.881 -30.334 16.883
C -33.697 -29.174 14.871
Rb -28.987 -26.392 19.754
H -17.916 -33.933 18.625
H -23.395 -27.593 17.323
H -24.971 -28.338 22.888
C -21.994 -33.601 19.376
H -30.800 -30.055 13.170
C -24.320 -33.668 17.471
H -34.389 -29.668 14.189
C -28.913 -22.957 21.724
H -29.058 -24.427 14.682
H -24.436 -35.556 18.191
C -20.775 -33.876 20.298
C -30.666 -26.323 15.072
N -22.666 -34.832 19.068
H -30.903 -25.595 14.296
H -32.809 -30.573 18.965
C -26.928 -23.633 18.607
N -22.867 -26.908 19.484
H -28.055 -25.746 15.247
H -26.216 -23.956 19.367
H -33.129 -31.360 17.374
H -35.060 -28.393 16.423
H -21.075 -34.618 21.039
H -31.305 -28.657 19.118
C -18.897 -33.529 18.876
B -26.456 -28.057 18.504
F -26.159 -26.802 17.915
H -18.708 -32.669 19.518
F -26.474 -27.880 19.873
O -20.736 -26.948 18.881
H -33.576 -28.553 18.306
H -22.601 -32.883 19.927
H -30.272 -28.037 17.662
H -25.828 -28.730 21.387
H -24.629 -34.546 19.515
H -31.688 -26.444 15.433
C -32.632 -31.469 14.451
H -32.806 -27.596 17.155
H -31.832 -32.151 14.739
C -31.938 -29.590 17.286
H -29.071 -23.392 16.907
H -29.737 -29.563 15.386
H -23.412 -30.809 20.363
N -31.489 -29.753 15.822
H -28.134 -22.411 22.256
C -24.160 -31.351 16.608
H -21.574 -33.182 18.462
H -21.738 -28.088 16.973
H -34.649 -30.093 16.640
F -25.613 -29.100 18.198
O -19.764 -34.464 19.490
N -22.418 -27.646 17.574
H -30.125 -27.194 14.702
H -20.339 -32.961 20.698
F -27.808 -28.321 18.179
C -23.962 -29.581 21.722
H -28.824 -22.528 18.994
H -24.020 -34.110 16.521
N -25.024 -28.804 21.993
H -25.398 -33.584 17.334
H -33.721 -28.134 14.545
H -30.122 -29.588 18.252
N -27.529 -24.560 17.633
O -30.264 -30.294 15.720
C -33.132 -28.624 17.314
C -30.879 -28.814 18.127